Below is a structure of composition C5H10O, with properties calculated with ωB97M-V with the def2-TZVPD basis set.

Calculated values
HOMO-LUMO gap: 10.54 eV
energy relative to the best compared isomer or geometry (same formula, charge and spin): 77.0 kcal/mol
LUMO level: 0.6 eV
total energy: -7391.428 eV
highest occupied orbital energy: -9.98 eV
2S+1: 1

Last column: Löwdin charge in e.
Positions of all 16 atoms, in Å:
C -0.9486 0.2509 1.4175  -0.35
C -0.3967 -0.1025 -0.0587  -0.33
C 0.4788 -1.3470 -0.3904  -0.11
C 1.1059 -0.3799 -1.5300  -0.18
C 0.6698 0.8039 -0.6506  -0.20
H -2.0643 1.5282 2.2996  0.25
H -1.7354 -0.5804 1.5848  0.13
H -0.2299 -0.0094 2.2416  0.11
H -1.3391 -0.0389 -0.6436  0.14
H 0.0293 -2.2325 -0.7373  0.07
H 1.3756 -1.4173 0.3535  0.14
H 2.1622 -0.5694 -1.9504  0.11
H 0.4354 -0.3632 -2.4163  0.10
H 0.2941 1.6434 -1.2116  0.09
H 1.3648 1.2101 0.2429  0.16
O -1.2019 1.6041 1.4491  -0.13

Forces on the atoms, in the same order (eV/Å):
C 2.34 -4.13 -1.24
C -1.23 0.34 2.18
C 2.50 2.84 -0.02
C 0.59 -1.15 -0.34
C 1.24 1.11 1.59
H 3.97 1.33 -3.94
H 0.11 1.91 -0.19
H 0.04 0.16 -0.81
H 0.70 -0.34 -0.15
H -0.36 -1.29 0.06
H -1.98 -0.44 -0.95
H -1.45 0.45 1.06
H 0.32 -0.15 0.48
H 0.06 0.54 0.03
H -1.11 -1.12 -2.26
O -5.76 -0.05 4.50